1.
# C9H14

A cluster of 2 separate species, C9H14 in total in a non-equilibrium geometry (wB97M-V/def2-TZVPD, the Open Molecules 2025 dataset).

XYZ file:
```
23
C9H14, DFT wB97M-V/def2-TZVPD
C -2.30 0.24 0.20
C -1.16 -0.41 -0.49
C -0.04 -0.92 0.15
C 0.98 -1.51 -0.56
C 0.98 -1.49 -1.93
C -0.08 -0.85 -2.60
C -1.19 -0.39 -1.92
H -2.45 1.27 -0.12
H -2.16 0.28 1.28
H -3.23 -0.30 0.01
H 0.02 -0.92 1.23
H 1.80 -2.06 -0.11
H 1.79 -1.75 -2.60
H -0.09 -0.89 -3.68
H -2.12 -0.10 -2.39
C 1.01 2.64 2.47
C 1.62 1.34 2.95
H -0.07 2.49 2.29
H 1.01 3.41 3.24
H 1.37 3.00 1.51
H 1.11 0.50 2.51
H 2.70 1.28 2.77
H 1.54 1.26 4.04
```

ΔE to the lowest compared entry with this formula, charge and spin: 11.1 kcal/mol
Highest occupied orbital energy: -8.95 eV
SMILES string: Cc1ccccc1.CC
Charge: 0

2.
# C9H14

A cluster of 2 separate species, C9H14 in total in a non-equilibrium geometry (wB97M-V/def2-TZVPD, the Open Molecules 2025 dataset).

XYZ file:
```
23
C9H14, DFT wB97M-V/def2-TZVPD
C -1.65 -0.22 2.23
C -1.31 -0.56 0.80
C -1.83 0.22 -0.23
C -1.58 0.03 -1.61
C -0.77 -1.05 -1.88
C -0.24 -1.88 -0.90
C -0.45 -1.59 0.47
H -2.34 -1.00 2.56
H -2.20 0.70 2.44
H -0.78 -0.23 2.88
H -2.47 1.06 -0.01
H -2.07 0.71 -2.28
H -0.42 -1.36 -2.86
H 0.55 -2.60 -1.08
H 0.08 -2.17 1.20
C 2.90 1.31 -0.03
C 1.45 1.24 -0.49
H 2.96 0.57 0.78
H 3.59 0.95 -0.79
H 3.24 2.21 0.48
H 0.86 1.39 0.42
H 1.36 0.25 -0.91
H 1.11 2.01 -1.19
```

ΔE to the lowest compared entry with this formula, charge and spin: 15.4 kcal/mol
Highest occupied orbital energy: -9.06 eV
SMILES string: Cc1ccccc1.CC
Charge: 0

3.
# C9H14

A cluster of 2 separate species, C9H14 in total in a non-equilibrium geometry (wB97M-V/def2-TZVPD, the Open Molecules 2025 dataset).

XYZ file:
```
23
C9H14, DFT wB97M-V/def2-TZVPD
C -1.20 2.47 1.93
C -0.33 1.75 0.91
C 0.72 0.94 1.24
C 1.43 0.07 0.42
C 0.98 0.00 -0.86
C -0.02 0.91 -1.40
C -0.74 1.70 -0.51
H -1.77 1.84 2.57
H -1.90 3.17 1.40
H -0.58 3.14 2.64
H 0.85 0.81 2.31
H 2.52 -0.29 0.67
H 1.34 -0.82 -1.62
H -0.29 0.69 -2.42
H -1.70 2.05 -0.76
C -0.97 -2.93 -0.88
C 0.59 -3.43 -0.80
H -1.26 -2.94 -1.98
H -1.62 -3.78 -0.37
H -1.00 -2.05 -0.38
H 0.74 -4.12 -1.67
H 1.31 -2.47 -0.71
H 0.62 -4.16 -0.07
```

ΔE to the lowest compared entry with this formula, charge and spin: 58.2 kcal/mol
Highest occupied orbital energy: -8.96 eV
SMILES string: Cc1ccccc1.CC
Charge: 0